[1]
Below is a 4-piece molecular cluster, C29H56NO9 overall in a non-equilibrium geometry, with properties calculated with the ωB97M-V functional and the def2-TZVPD basis.

XYZ file:
```
95
Properties=species:S:1:pos:R:3:forces:R:3
C -1.28806 -2.20195 7.00473 0.531 -0.642 -0.541
O -2.63836 -1.65554 6.79872 1.335 1.176 0.092
C -2.61228 -0.40173 6.02978 -0.494 -0.076 -0.583
C -2.25046 -0.76116 4.46046 0.177 0.844 -0.341
C -1.05481 0.26809 3.91044 -0.243 -0.455 -0.226
C 0.43203 -0.41842 3.86857 0.018 -0.005 -0.070
C 1.17692 -0.30852 2.37487 -0.659 -0.144 0.597
C 1.33806 1.27623 2.00995 2.217 1.102 1.708
C 2.59244 1.97532 3.06612 1.053 2.792 -1.927
C 3.19145 3.51310 2.52656 0.507 -5.121 0.254
O 4.01724 2.09368 2.43338 -4.502 1.994 2.032
C 0.27860 -0.97890 1.18334 -0.263 0.546 -0.535
C 0.71516 -2.45543 0.67430 -2.864 -1.404 -1.329
C -0.02423 -3.67536 1.54844 0.348 -0.179 -1.078
C 0.08204 -2.61845 -0.86630 -1.588 0.561 0.846
N 2.17579 -2.75485 0.55899 0.795 1.971 -2.752
O 2.56119 -3.17437 -0.65705 -0.667 0.138 2.686
C 3.09105 -1.66064 1.03178 2.764 -0.127 1.854
C 4.56471 -2.40076 1.32009 -0.045 0.973 0.922
C 3.40171 -0.46945 -0.04590 0.094 -0.932 -0.633
C 2.55868 -1.16682 2.49984 -0.411 -0.752 -0.407
H -1.21478 -3.23526 6.41833 -0.037 2.228 1.115
H -0.50940 -1.43837 6.56331 -1.273 -1.654 1.011
H -1.04370 -2.45891 8.13706 -0.782 0.881 -2.289
H -1.88187 0.40655 6.50619 -1.215 -1.854 -1.015
H -3.69599 0.09566 6.06896 2.306 -1.382 0.083
H -3.23544 -0.62682 3.81952 2.066 -0.171 1.269
H -1.92429 -1.89108 4.30477 -0.596 2.431 0.624
H -1.33864 0.60917 2.82638 0.536 -0.521 2.084
H -0.99802 1.21394 4.60589 -0.311 -1.770 -1.443
H 0.38083 -1.55844 4.21483 0.074 2.418 -0.907
H 1.10255 0.13864 4.64989 -1.089 -1.155 -1.451
H 1.69776 1.51336 0.92269 -0.553 -0.722 2.118
H 0.39805 1.94259 2.22047 1.575 -1.573 -0.283
H 2.47401 1.79978 4.30277 0.708 0.461 -3.701
H 3.69818 4.24139 3.29004 -1.182 -1.486 -1.832
H 2.90908 3.73888 1.41125 0.545 0.050 2.631
H -0.88383 -1.03121 1.45007 2.579 0.020 -0.427
H 0.33224 -0.24488 0.24492 -0.088 -1.696 1.950
H 0.35585 -3.71900 2.65691 -0.881 0.084 -2.102
H -1.20318 -3.58558 1.45297 2.523 0.035 0.463
H 0.25807 -4.68361 0.97403 -0.473 2.145 1.484
H -1.06274 -2.30175 -0.74475 2.409 -0.653 -0.329
H 0.07550 -3.72991 -1.23513 0.376 2.284 0.693
H 0.53766 -1.85030 -1.62859 -0.707 -1.790 1.594
H 5.08231 -2.76677 0.33602 -1.162 0.660 1.977
H 4.47057 -3.26001 2.13689 0.031 1.658 -1.963
H 5.22526 -1.55729 1.84000 -1.196 -1.793 -1.301
H 3.97455 -0.98125 -0.95995 -1.365 1.193 2.026
H 2.38889 -0.03939 -0.44562 2.016 -0.585 0.709
H 4.12747 0.35021 0.39681 -1.770 -1.685 -0.737
H 2.27520 -2.16488 3.09264 0.578 2.084 -1.267
H 3.41950 -0.67310 3.11764 -1.697 -0.580 -1.337
O 6.39425 0.53091 -1.40855 0.252 -1.208 -2.098
C 6.68084 0.03357 -2.49663 -0.214 0.703 1.766
O 5.98740 -1.02338 -2.97039 -0.432 0.225 0.252
C 6.10569 -1.54506 -4.30691 0.170 -0.152 -0.043
C 7.24617 -2.53985 -4.39953 0.207 -0.035 0.124
C 7.86584 0.52993 -3.27245 -0.002 0.588 -0.519
H 6.18987 -0.73716 -5.03983 0.087 -0.014 0.152
H 5.16353 -2.06017 -4.52254 0.073 0.218 0.312
H 8.20825 -2.07050 -4.17812 -0.078 0.002 -0.118
H 7.29619 -2.97684 -5.40075 -0.028 0.044 0.098
H 7.11139 -3.34476 -3.66955 -0.092 0.110 -0.154
H 8.76872 0.03417 -2.90871 -0.098 0.036 -0.047
H 7.95826 1.60937 -3.11446 0.049 -0.299 0.218
H 7.77590 0.38891 -4.34952 0.112 -0.209 0.082
O -1.09325 0.03275 -1.84130 -1.282 2.034 0.508
C -1.54694 1.14097 -1.55949 0.626 -1.433 -0.657
O -2.87676 1.31861 -1.40961 0.100 -0.597 0.227
C -3.48732 2.51231 -0.88548 -0.015 0.296 -0.182
C -3.70337 3.53539 -1.98344 0.075 -0.027 -0.227
C -0.64156 2.33475 -1.47190 0.359 0.222 0.643
H -2.91417 2.91163 -0.04345 0.078 -0.074 -0.125
H -4.45958 2.21077 -0.48139 0.264 -0.238 -0.123
H -2.75679 3.85624 -2.42613 -0.059 0.043 0.129
H -4.21953 4.41683 -1.59290 0.036 -0.097 -0.031
H -4.30199 3.10596 -2.79347 -0.012 0.079 0.176
H -0.49257 2.74884 -2.47171 -0.032 -0.039 0.104
H 0.32321 2.01129 -1.06779 -0.141 -0.063 -0.314
H -1.00464 3.11293 -0.80057 -0.097 0.062 -0.218
O -6.19427 3.63347 -4.98949 -1.565 -1.575 0.883
C -7.14995 2.91144 -4.70888 1.386 1.003 -0.699
O -7.01218 1.91014 -3.81397 0.396 0.367 0.281
C -8.10380 1.14685 -3.26791 -0.119 -0.199 -0.143
C -8.45657 -0.01608 -4.17456 0.028 -0.048 -0.231
C -8.45918 3.06814 -5.42572 -0.569 0.481 0.214
H -8.96326 1.78776 -3.04990 0.100 -0.001 -0.145
H -7.75755 0.75708 -2.30475 0.181 0.246 -0.218
H -8.79603 0.32714 -5.15532 -0.068 -0.006 0.131
H -9.24669 -0.62663 -3.72866 0.089 0.068 -0.026
H -7.57809 -0.64661 -4.34666 -0.122 0.093 0.144
H -8.42645 2.50868 -6.36339 -0.005 0.042 0.108
H -8.61172 4.13007 -5.64422 0.235 -0.262 -0.127
H -9.32182 2.75367 -4.83834 0.075 -0.205 -0.126
```
Positions in Å, forces in eV/Å.

As for the max |F|: 5.3 eV Å⁻¹. The frontier orbital gap (alpha / beta) is 0.3179 / 0.3488 hartree. The net charge is 0. As for the multiplicity: 2. The energy is -1870.023173 Ha. For the HOMO energy (alpha / beta), the calculation gives -8.1 / -9.0 eV.

=====

[2]
Below is a 3-piece molecular cluster, C29H56O10 overall in a non-equilibrium geometry, with properties calculated with the ωB97M-V functional and the def2-TZVPD basis.

XYZ file:
```
95
Properties=species:S:1:pos:R:3:forces:R:3
C 7.72440 1.30664 3.89154 -0.032 -0.038 0.013
C 8.05507 1.05912 2.42422 0.036 0.047 -0.048
C 7.48692 -0.25201 1.89038 -0.004 0.027 0.065
C 7.60971 -0.38364 0.37615 0.199 0.031 0.001
C 7.26231 -1.78005 -0.16798 -0.115 0.037 -0.017
C 5.99211 -1.78785 -1.02273 -0.036 -0.024 -0.010
C 4.72400 -1.39655 -0.25997 -0.044 0.009 0.021
C 4.28196 -2.42706 0.78467 -0.012 0.013 0.000
C 3.54668 -3.62055 0.15555 0.022 -0.017 0.026
C 2.02597 -3.44476 0.15700 0.013 0.037 -0.021
C 1.36613 -3.89389 1.45851 -0.037 0.043 -0.039
C -0.16796 -3.87204 1.39399 -0.016 0.018 0.004
C -0.82218 -3.36241 2.67557 0.014 -0.013 -0.075
C -2.35036 -3.39523 2.63321 -0.032 -0.048 0.024
C -2.98548 -2.18132 1.95095 0.045 0.090 -0.108
C -4.41060 -1.92327 2.43931 0.052 0.028 -0.006
C -5.27406 -1.08507 1.50006 -0.009 0.168 0.154
C -6.73830 -0.97870 2.02967 -0.025 -0.156 0.061
O -7.11118 0.29255 2.51503 0.010 0.097 0.106
O -6.60802 0.41145 3.84887 0.055 -0.023 -0.018
C -4.72097 0.28797 1.11977 0.049 0.001 -0.171
C -5.40429 0.54149 -0.22176 0.275 0.214 -0.145
O -5.55805 -0.76206 -0.81693 -0.019 0.149 0.079
C -5.40742 -1.72522 0.12481 -0.036 0.485 0.115
O -5.43751 -2.88263 -0.13766 -0.039 -0.704 -0.156
H 8.24932 0.60199 4.54087 -0.043 -0.016 -0.024
H 6.65263 1.18653 4.07043 0.033 0.029 0.008
H 8.00254 2.31381 4.20453 0.030 -0.013 -0.007
H 7.67971 1.88809 1.81383 -0.034 -0.031 0.038
H 9.14264 1.05199 2.29315 -0.039 0.052 -0.048
H 6.43363 -0.33018 2.18719 0.038 -0.089 -0.020
H 8.01707 -1.08883 2.36059 -0.098 0.012 0.045
H 8.63937 -0.12521 0.10461 -0.035 -0.011 -0.031
H 6.97296 0.36753 -0.10393 0.056 0.007 -0.004
H 7.15369 -2.47832 0.66799 0.012 0.007 -0.036
H 8.09117 -2.16523 -0.76658 -0.024 0.008 -0.017
H 5.85296 -2.77629 -1.47368 0.030 0.004 0.030
H 6.13140 -1.08864 -1.85394 -0.017 -0.012 0.014
H 3.90750 -1.26175 -0.97806 0.010 0.037 0.019
H 4.86900 -0.41896 0.21034 0.034 -0.033 0.004
H 5.14380 -2.77083 1.36164 0.018 0.032 -0.034
H 3.61900 -1.94060 1.50818 0.005 -0.050 0.002
H 3.80217 -4.54315 0.68601 -0.056 0.001 -0.028
H 3.89258 -3.76078 -0.87255 0.059 0.031 0.033
H 1.57481 -3.99171 -0.67649 0.025 -0.057 0.037
H 1.79060 -2.38602 -0.01150 -0.034 -0.048 -0.066
H 1.71743 -4.90413 1.69013 -0.040 0.028 0.071
H 1.70088 -3.25545 2.28421 0.050 -0.008 -0.053
H -0.54743 -4.87894 1.19321 0.028 0.029 -0.064
H -0.48997 -3.25660 0.54606 0.001 0.036 0.057
H -0.48752 -2.33360 2.85723 0.011 -0.056 0.071
H -0.45943 -3.95719 3.51917 -0.011 -0.030 -0.029
H -2.74626 -3.48358 3.64992 0.035 0.089 -0.002
H -2.67441 -4.29542 2.09978 -0.040 -0.022 0.132
H -2.35714 -1.30272 2.13512 -0.071 0.002 0.011
H -3.00119 -2.33034 0.86691 0.082 -0.020 0.023
H -4.37880 -1.42753 3.41588 -0.054 -0.076 -0.004
H -4.91544 -2.88153 2.59390 -0.003 0.009 -0.076
H -7.47079 -1.17358 1.24202 0.043 0.026 -0.028
H -6.88467 -1.71671 2.82131 -0.060 -0.011 -0.072
H -5.78953 0.91145 3.71792 -0.021 0.050 0.026
H -4.89943 1.08107 1.84269 -0.138 -0.001 -0.037
H -3.64225 0.22977 0.96137 -0.026 -0.097 0.044
H -6.37530 1.03146 -0.12975 0.004 -0.206 0.075
H -4.79298 1.13389 -0.90073 -0.017 -0.018 -0.004
C 3.33404 3.96991 -4.05402 0.012 -0.047 -0.009
C 4.01676 3.97575 -2.70515 -0.027 0.058 0.044
O 4.83961 2.80684 -2.52078 0.029 -0.030 -0.048
C 6.03005 2.84911 -3.11725 0.012 0.026 0.083
O 6.48072 3.77289 -3.74471 -0.027 -0.038 -0.024
O 6.65202 1.69260 -2.88356 -0.018 -0.008 -0.011
C 7.94593 1.58100 -3.48611 0.053 -0.039 0.044
H 2.75610 3.05467 -4.18441 -0.012 0.011 0.001
H 2.65428 4.81981 -4.12360 -0.001 0.004 -0.003
H 4.06373 4.04674 -4.85844 0.005 0.010 0.008
H 3.29303 3.91866 -1.89464 0.007 -0.012 -0.002
H 4.63073 4.86539 -2.57095 0.013 -0.009 -0.021
H 8.56908 2.43291 -3.22297 -0.020 0.015 -0.004
H 7.85554 1.51792 -4.56932 -0.005 0.026 0.000
H 8.37394 0.66499 -3.08947 -0.025 -0.011 -0.009
C -9.12078 2.14401 -0.43095 -0.098 0.094 0.009
C -8.96464 1.87541 -1.91137 0.070 -0.155 0.068
O -10.02362 2.48110 -2.67510 -0.163 0.095 0.303
C -9.88079 3.78497 -2.90798 0.575 -0.298 -1.009
O -8.91708 4.45321 -2.63050 -0.201 0.123 0.402
O -10.90610 4.18616 -3.65897 -0.168 0.078 0.255
C -10.83980 5.55577 -4.07054 -0.037 0.009 0.028
H -10.09937 1.81343 -0.08190 0.006 -0.028 -0.020
H -8.36302 1.60320 0.13567 -0.019 -0.010 0.026
H -9.01569 3.20613 -0.21344 0.033 0.006 -0.016
H -9.05110 0.81159 -2.12506 -0.046 0.019 -0.035
H -8.00635 2.22849 -2.29157 -0.017 0.057 0.025
H -9.89679 5.76035 -4.57290 0.005 -0.017 0.002
H -10.93981 6.21489 -3.20977 0.012 0.013 -0.009
H -11.67371 5.69348 -4.75142 -0.004 0.006 0.011
```
Positions in Å, forces in eV/Å.

As for the max |F|: 1.2 eV Å⁻¹. The frontier orbital gap is 0.3951 hartree. Its structure (SMILES) is CCCCCCCCCCCCCCCC[C@@]1(COO)CCOC1=O.CCOC(=O)OC.CCOC(=O)OC. The net charge is 0. The energy is -1890.932900 Ha. For the HOMO energy, the calculation gives -10.3 eV. The value obtained for the energy above the lowest of the compared OMol25 structures with the same formula, charge and spin is 0.000 eV.